Density functional theory data (ωB97M-V/def2-TZVPD) for a structure of composition C34H36AsN3STi.

The LUMO energy (spin up / spin down) is 0.1 / 0.1 eV. The value obtained for the total energy is -4964.926318 a.u. Its frontier orbital gap (spin up / spin down) is 0.207 / 0.273 Eh. Its multiplicity is 3.

CARTESIAN COORDINATES (ANGSTROEM)
As  -0.984  -1.098  0.726
Ti  1.309  0.285  0.234
S  2.238  -1.925  0.901
N  3.389  1.198  -0.173
N  0.419  2.305  0.253
N  1.492  0.761  2.616
C  -2.760  -1.481  -3.653
C  1.637  -0.968  -3.897
C  -1.060  5.222  -1.466
C  -2.626  -0.956  1.758
C  -3.891  -1.288  1.290
C  -4.848  -0.725  3.432
C  0.595  1.358  -2.747
C  3.814  1.350  3.353
C  -1.003  4.840  -2.797
C  1.367  -4.495  1.305
C  -2.487  -0.510  3.071
C  -1.732  -1.315  -1.071
C  -2.096  -2.561  -3.096
C  0.560  1.148  -4.136
C  -1.584  -2.482  -1.805
C  1.063  -0.001  -4.711
C  0.963  -3.171  1.107
C  -4.994  -1.169  2.126
C  -3.587  -0.395  3.910
C  1.125  0.373  -1.887
C  -2.388  -0.226  -1.638
C  -0.916  -5.223  1.548
C  -1.335  -3.919  1.342
C  -2.906  -0.308  -2.920
C  0.034  2.673  -2.221
C  -0.570  4.339  -0.530
C  4.447  0.863  2.047
C  -0.408  -2.907  1.112
C  0.445  -5.504  1.520
C  -0.472  3.614  -3.142
C  1.674  -0.769  -2.532
C  2.344  1.747  3.305
C  -0.036  3.100  -0.884
C  4.278  1.795  0.846
H  2.233  2.717  2.808
H  -1.505  -0.257  3.459
H  1.996  1.894  4.331
H  -3.458  -0.051  4.927
H  3.825  2.743  1.153
H  -0.452  3.379  -4.192
H  2.123  -1.552  -1.925
H  2.051  -1.873  -4.328
H  -4.029  -1.637  0.273
H  4.048  -0.123  1.791
H  1.913  -0.173  2.618
H  -1.639  -6.008  1.725
H  5.510  0.706  2.237
H  1.006  -0.136  -5.784
H  -3.408  0.547  -3.353
H  0.129  1.869  -4.811
H  5.248  2.046  0.408
H  -5.713  -0.637  4.075
H  3.292  1.821  -0.972
H  0.792  -6.518  1.672
H  4.364  2.224  3.715
H  3.948  0.572  4.109
H  -1.966  -3.470  -3.668
H  1.162  2.801  0.739
H  -0.594  4.596  0.524
H  3.841  0.373  -0.563
H  -1.371  5.496  -3.575
H  -2.395  -3.690  1.353
H  -3.154  -1.545  -4.659
H  -5.975  -1.430  1.750
H  -1.057  -3.329  -1.383
H  2.426  -4.721  1.295
H  -1.471  6.177  -1.167
H  -0.343  2.253  0.923
H  0.604  0.653  3.087
H  -2.491  0.706  -1.089

---

Density functional theory data (ωB97M-V/def2-TZVPD) for the ion C3H4NO4S with charge -1.

As for the net charge: -1. The LUMO energy is 3.6 eV. The value obtained for the total energy is -870.644838 a.u. As for the SMILES: C=C(C(=O)[O-])S(N)(=O)=O. Its frontier orbital gap is 0.313 Eh. For the relative energy (zero: lowest compared OMol25 entry of this formula, charge and spin), the calculation gives 22.00 kcal/mol.

CARTESIAN COORDINATES (ANGSTROEM)
S  -1.130  0.553  -0.060
O  -1.595  1.212  1.125
O  1.669  0.141  -1.335
O  2.552  -0.509  0.549
O  -2.001  -0.405  -0.709
N  -0.597  1.615  -1.300
C  -0.104  -1.499  1.190
C  0.195  -0.495  0.384
C  1.621  -0.163  -0.188
H  -0.252  2.422  -0.964
H  0.215  1.196  -1.601
H  0.595  -2.294  1.456
H  -1.168  -1.774  1.454